Computed, not measured: a cluster of 12 separate species, C47H71N9O9 in total, with ωB97M-V/def2-TZVPD.

Each line ends with the Löwdin charge.
Geometry (Å):
1 O -0.460 3.516 0.974  0.134
2 C -0.629 2.335 0.749  -0.619
3 O -0.204 1.636 -0.252  0.095
4 C -0.789 0.340 -0.260  -0.114
5 C -1.582 0.234 1.006  -0.087
6 O -1.438 1.595 1.505  0.068
7 H -1.313 0.136 -1.193  0.134
8 H 0.063 -0.325 -0.122  0.131
9 H -1.153 -0.479 1.710  0.128
10 H -2.631 -0.032 0.875  0.128
11 O 1.740 -0.004 6.390  0.096
12 C 2.340 -0.905 5.741  -0.542
13 O 3.598 -0.975 5.462  0.093
14 C 4.018 -2.303 5.069  -0.100
15 C 2.742 -2.930 4.752  -0.172
16 O 1.867 -2.126 5.463  0.072
17 H 4.698 -2.265 4.217  0.139
18 H 4.504 -2.822 5.894  0.138
19 H 2.653 -3.963 5.088  0.141
20 H 2.649 -2.965 3.667  0.135
21 O 2.180 -2.728 -8.978  0.132
22 C 1.510 -3.454 -8.260  -0.551
23 O 0.731 -4.505 -8.668  0.061
24 C 0.088 -5.095 -7.562  -0.122
25 C 0.583 -4.211 -6.356  -0.099
26 O 1.519 -3.350 -6.953  0.078
27 H -0.972 -5.021 -7.804  0.122
28 H 0.170 -6.154 -7.320  0.122
29 H 1.078 -4.876 -5.648  0.126
30 H -0.250 -3.676 -5.900  0.129
31 C 2.009 9.793 -1.461  -0.102
32 C 2.698 9.953 -0.295  -0.074
33 C 3.807 10.781 -0.329  -0.135
34 N 4.123 11.523 -1.412  0.048
35 C 3.426 11.348 -2.508  -0.173
36 C 2.357 10.480 -2.583  -0.082
37 H 1.114 9.189 -1.506  0.109
38 H 2.492 9.385 0.600  0.105
39 H 4.480 10.982 0.491  0.100
40 H 3.747 11.898 -3.380  0.101
41 H 1.788 10.347 -3.491  0.103
42 C -3.109 -7.857 4.314  -0.072
43 C -3.981 -8.931 4.174  -0.092
44 C -5.389 -8.755 4.063  -0.140
45 N -5.923 -7.511 4.146  0.037
46 C -5.083 -6.403 4.325  -0.122
47 C -3.702 -6.548 4.379  -0.074
48 H -2.044 -8.034 4.337  0.095
49 H -3.603 -9.927 3.995  0.088
50 H -6.005 -9.528 3.628  0.096
51 H -5.575 -5.442 4.346  0.095
52 H -2.991 -5.746 4.517  0.090
53 C -12.594 1.227 3.235  -0.124
54 C -12.363 0.937 1.778  -0.260
55 C -10.971 1.345 1.271  -0.197
56 C -9.786 0.888 2.027  -0.218
57 N -8.877 0.496 2.648  0.131
58 H -12.731 2.303 3.345  0.074
59 H -11.842 0.926 3.964  0.076
60 H -13.564 0.860 3.569  0.072
61 H -13.157 1.428 1.214  0.112
62 H -12.441 -0.136 1.602  0.110
63 H -10.817 2.421 1.188  0.114
64 H -10.947 1.037 0.226  0.113
65 C 8.762 -2.669 -2.687  -0.104
66 C 8.323 -3.551 -3.897  -0.234
67 C 6.904 -3.154 -4.333  -0.206
68 C 5.979 -3.075 -3.192  -0.233
69 N 5.275 -3.041 -2.245  0.132
70 H 9.740 -3.024 -2.363  0.068
71 H 8.043 -2.753 -1.871  0.058
72 H 8.848 -1.609 -2.924  0.075
73 H 8.250 -4.585 -3.560  0.106
74 H 9.009 -3.489 -4.742  0.107
75 H 6.534 -3.935 -4.997  0.112
76 H 6.834 -2.239 -4.922  0.119
77 C 6.303 2.270 1.563  -0.111
78 C 5.988 3.724 2.085  -0.228
79 C 6.358 3.883 3.568  -0.186
80 C 7.686 3.276 3.891  -0.222
81 N 8.713 2.744 4.077  0.129
82 H 5.504 1.591 1.859  0.062
83 H 7.296 1.850 1.721  0.063
84 H 6.196 2.118 0.489  0.059
85 H 4.992 4.099 1.847  0.109
86 H 6.692 4.314 1.499  0.098
87 H 5.607 3.331 4.133  0.115
88 H 6.376 4.929 3.875  0.113
89 C -5.963 -0.384 -2.916  -0.106
90 C -5.614 -1.785 -3.407  -0.263
91 C -5.809 -2.835 -2.308  -0.200
92 C -7.252 -3.050 -2.038  -0.222
93 N -8.370 -3.272 -1.807  0.137
94 H -5.176 0.018 -2.279  0.071
95 H -6.913 -0.326 -2.385  0.072
96 H -6.094 0.282 -3.769  0.072
97 H -4.560 -1.792 -3.684  0.103
98 H -6.196 -2.095 -4.275  0.111
99 H -5.242 -2.677 -1.391  0.116
100 H -5.365 -3.774 -2.637  0.110
101 C -2.836 8.299 5.029  -0.091
102 C -2.589 7.272 6.188  -0.246
103 C -1.248 6.539 6.234  -0.210
104 C -0.065 7.379 6.207  -0.232
105 N 0.851 8.086 6.137  0.137
106 H -2.166 9.157 5.075  0.069
107 H -3.859 8.677 5.044  0.065
108 H -2.716 7.805 4.064  0.068
109 H -3.384 6.538 6.322  0.105
110 H -2.607 7.868 7.101  0.099
111 H -1.270 5.843 5.396  0.120
112 H -1.149 5.882 7.098  0.117
113 C 2.790 -8.280 0.597  -0.104
114 C 1.582 -9.174 0.211  -0.251
115 C 0.640 -8.549 -0.786  -0.201
116 C 0.146 -7.231 -0.345  -0.245
117 N -0.264 -6.251 0.042  0.143
118 H 3.555 -8.844 1.130  0.066
119 H 2.532 -7.446 1.250  0.068
120 H 3.349 -7.947 -0.277  0.076
121 H 0.999 -9.501 1.072  0.110
122 H 2.060 -10.083 -0.154  0.106
123 H -0.250 -9.146 -0.985  0.116
124 H 1.001 -8.443 -1.809  0.117
125 C 3.905 4.362 -4.758  -0.101
126 C 3.613 3.386 -5.957  -0.229
127 C 2.230 2.680 -5.752  -0.189
128 C 1.093 3.616 -5.574  -0.234
129 N 0.192 4.337 -5.453  0.131
130 H 3.258 5.239 -4.720  0.069
131 H 4.884 4.794 -4.965  0.062
132 H 3.946 3.822 -3.812  0.071
133 H 4.345 2.595 -6.121  0.098
134 H 3.694 3.970 -6.874  0.102
135 H 2.222 1.995 -4.904  0.112
136 H 2.003 2.077 -6.630  0.108

Forces on atoms 1 to 6 (eV/Å):
0.4 -1.7 -0.5
-1.3 2.9 1.5
0.9 -0.4 -2.2
1.5 -1.2 -0.2
-0.3 1.1 0.6
-1.2 -1.3 1.3

## Properties
E_HOMO	-9.46	eV
SMILES	O=C1OCCO1.O=C1OCCO1.O=C1OCCO1.c1ccncc1.c1ccncc1.CCCC#N.CCCC#N.CCCC#N.CCCC#N.CCCC#N.CCCC#N.CCCC#N
Kohn-Sham gap	9.088	eV
E_LUMO	-0.377	eV
electronic energy	-81723.14120	eV